This record from the OMol25 dataset describes an isolated molecule of C2H2Cl2O2S at a distorted geometry. The level of theory is ωB97M-V with the def2-TZVPD basis set.

Structure (XYZ):
```
9
Properties=species:S:1:pos:R:3:forces:R:3:nbo_charge:R:1
O -1.2730 2.2462 1.0648 -0.112 -0.411 -1.010 -0.836
S -0.3305 1.4376 0.3318 0.682 0.231 3.277 2.028
O 0.9598 2.0095 0.0552 -0.418 -0.379 -0.888 -0.845
C -0.4199 -0.2036 0.6430 0.178 0.822 -2.612 -0.599
C 0.5001 -0.9267 -0.4441 0.369 -0.014 1.023 -0.271
Cl 1.1986 -2.5315 0.2018 -0.467 1.515 -0.187 -0.035
Cl -0.5050 -1.3497 -1.8306 0.021 0.022 -0.393 0.005
H -1.5260 -0.4115 0.7863 1.568 -0.502 -0.195 0.273
H 1.3960 -0.2703 -0.8082 -1.822 -1.284 0.985 0.280
```
Forces are in eV/Å.

Results
Spin multiplicity   1
Energy above the lowest of the compared OMol25 structures with the same formula, charge and spin   270.6 kJ/mol
Maximum force   3.4 eV/A